[1]
Here is a cluster of 2 separate species, C3H5NS2 in total from the Open Molecules 2025 dataset. Energies are from ωB97M-V/def2-TZVPD.

Calculated values
Molar mass in g mol⁻¹: 119.214
Energy in eV: -26347.625
Orbital gap in eV: 7.409
Highest occupied orbital energy in eV: -8.6

Last columns: bonded neighbours and bond lengths (Å).
Element x y z (Å)
1 S 0.660 -0.116 -2.522  C6 1.639
2 S 1.728 2.088 -0.199  N3 1.715
3 N 0.816 0.654 0.030  S2 1.715, C6 1.348, H8 1.239
4 C -0.788 -1.139 -0.308  C5 1.308, C6 1.596, H10 1.071
5 C -1.599 -0.711 0.624  C4 1.308, H7 1.154, H11 1.050
6 C 0.271 -0.120 -0.930  S1 1.639, N3 1.348, C4 1.596
7 H -2.156 -1.338 1.417  C5 1.154
8 H 0.021 0.875 0.955  N3 1.239
9 H 3.534 1.688 0.535  no bonds
10 H -1.017 -2.144 -0.596  C4 1.071
11 H -1.471 0.263 0.995  C5 1.050

---

[2]
Here is an isolated molecule of C3H5NS3 from the Open Molecules 2025 dataset. Energies are from ωB97M-V/def2-TZVPD.

Calculated values
Molar mass in g mol⁻¹: 151.281
Energy in eV: -37185.535
SMILES: S=C(SS)N1CC1
Orbital gap in eV: 8.370
Highest occupied orbital energy in eV: -8.5

Last columns: bonded neighbours and bond lengths (Å).
Element x y z (Å)
1 S -2.197 -0.570 0.083  S2 2.169, C7 1.769
2 S -1.159 -2.467 -0.081  S1 2.169, H9 1.419
3 S -1.989 2.255 -0.183  C7 1.657
4 N 0.164 0.765 -0.353  C5 1.406, C6 1.451, C7 1.323
5 C 1.344 1.163 0.298  N4 1.406, C6 1.466, H8 1.092, H12 1.095
6 C 1.134 -0.256 -0.004  N4 1.451, C5 1.466, H10 1.031, H11 1.042
7 C -1.142 0.832 -0.149  S1 1.769, S3 1.657, N4 1.323
8 H 2.101 1.661 -0.311  C5 1.092
9 H -2.189 -3.351 -0.495  S2 1.419
10 H 1.700 -0.603 -0.792  C6 1.031
11 H 1.049 -1.024 0.695  C6 1.042
12 H 1.182 1.595 1.292  C5 1.095

---

[3]
Here is a cluster of 2 separate species, C3H5O2 in total from the Open Molecules 2025 dataset. Energies are from ωB97M-V/def2-TZVPD.

Calculated values
Molar mass in g mol⁻¹: 73.071
Energy in eV: -7285.450
Net charge: -1
Orbital gap in eV: 4.667
Highest occupied orbital energy in eV: -0.7

Last columns: bonded neighbours and bond lengths (Å).
Element x y z (Å)
1 O -2.474 -1.269 0.247  C5 1.195
2 O -2.634 1.035 -0.344  C5 1.210
3 C 0.600 0.463 0.716  C4 1.534, H7 1.148, H10 1.089
4 C 1.279 -0.333 -0.405  C3 1.534, H6 1.045, H8 1.173, H9 1.045
5 C -2.402 -0.102 0.002  O1 1.195, O2 1.210
6 H 1.438 -1.338 -0.168  C4 1.045
7 H 1.251 0.394 1.659  C3 1.148
8 H 0.631 -0.458 -1.375  C4 1.173
9 H 2.106 0.161 -0.808  C4 1.045
10 H 0.204 1.448 0.476  C3 1.089

---

no.,LUMO energy (eV)
1,-1.1804
2,-0.1042
3,3.9285